[1]
# C16H22AlClCsF4NNaO11S

C16H22AlClCsF4NNaO11S as an isolated structure in a non-equilibrium geometry (ωB97M-V with the def2-TZVPD basis set, the OMol25 dataset).

Structure (XYZ):
```
59
Properties=species:S:1:pos:R:3:forces:R:3
C -3.6280 5.3860 0.9743 2.45 -6.12 4.49
C -3.0674 4.4713 1.9178 -3.74 5.04 -5.40
C -2.4605 3.2006 2.8208 2.67 -7.13 5.15
O -1.3279 2.5777 2.4620 -6.84 3.83 0.04
O -3.1589 2.6365 4.0095 2.28 4.61 -6.91
H -4.3177 5.7643 0.0761 3.21 0.02 3.87
Al -1.8687 4.1350 -0.2915 2.00 0.00 1.14
Cl 0.2292 4.7035 1.8776 -1.09 0.76 -1.64
O -0.4356 -0.4063 3.1182 -0.37 -0.25 -0.27
H -0.5431 0.4452 2.6685 -0.01 0.08 0.25
H -1.2537 -0.8839 2.9139 0.33 0.26 0.12
C 2.8783 -0.0710 2.3610 -0.11 -0.43 -0.13
C 2.5660 1.3885 2.0945 0.05 0.10 0.44
O 3.4823 2.0119 1.2010 0.64 -0.72 -0.60
C 3.3316 1.7981 -0.2308 -2.30 1.11 1.31
O 2.0880 2.0620 -0.6182 1.47 -0.91 -0.63
C 3.8634 0.3933 -0.7226 0.76 -0.74 0.07
F 4.9835 0.0281 -0.0303 -0.76 0.24 -0.28
F 4.2452 0.4316 -2.0308 -0.53 0.16 0.70
F 2.9866 -0.6328 -0.6022 0.26 0.49 -0.30
H 3.9553 -0.2368 2.4571 -0.07 0.10 0.04
H 2.3831 -0.4052 3.2776 0.01 0.10 -0.07
H 2.5102 -0.7067 1.5542 0.07 0.00 0.17
H 2.6808 1.9240 3.0445 0.05 0.17 -0.27
H 1.5219 1.5301 1.7968 0.18 0.06 -0.29
H 4.1176 2.4663 -0.6137 0.15 0.21 -0.31
Na -5.4917 4.9249 -0.8338 -0.89 -1.34 -0.66
O 6.1672 -2.3891 0.5936 1.06 -0.67 1.25
H 5.5679 -2.0196 -0.0289 -0.87 0.71 -1.38
C 0.7777 -0.9873 -3.5878 -0.01 0.14 0.03
C -0.3620 -1.9239 -3.8782 -0.60 0.07 -0.10
O -1.5133 -1.5237 -4.0310 0.28 -0.17 0.01
N -0.0876 -3.2578 -3.9709 -0.29 0.57 -0.02
C 1.1877 -3.9166 -3.8241 -0.23 -0.32 -0.05
H 0.4058 0.0395 -3.5435 0.00 -0.30 0.02
H 1.2273 -1.2344 -2.6219 0.16 0.10 -0.17
H 1.5252 -1.0506 -4.3836 0.09 -0.02 0.22
H -0.9036 -3.8254 -4.1681 0.23 0.16 0.07
H 1.4013 -4.4525 -4.7521 0.30 -0.05 0.12
H 1.1060 -4.6349 -3.0046 0.34 -0.02 -0.03
H 1.9979 -3.2168 -3.6140 -0.25 -0.08 -0.03
F -6.7172 1.8489 -0.3102 0.37 0.72 -0.57
C -7.2925 0.9856 0.5373 -0.77 -1.29 1.25
C -8.6555 1.0846 0.7944 0.11 0.09 -0.10
C -9.2560 0.1828 1.6728 0.44 -0.15 0.03
C -8.4837 -0.8023 2.2934 -0.03 0.09 -0.09
C -7.1155 -0.8904 2.0327 -0.32 0.25 -0.16
C -6.5175 0.0045 1.1458 0.08 0.13 -0.14
H -9.2377 1.8615 0.3096 0.04 -0.07 0.01
H -10.3224 0.2469 1.8745 0.20 0.03 -0.06
H -8.9517 -1.5027 2.9819 0.10 0.15 -0.13
H -6.5157 -1.6553 2.5200 -0.07 0.19 -0.13
H -5.4570 -0.0553 0.9248 -0.09 0.05 0.04
O 7.8411 -1.6048 -1.8529 -0.25 0.35 0.14
S 9.0897 -2.1927 -1.3343 0.45 1.37 -0.83
O 9.8747 -2.7449 -2.4534 0.02 -0.64 0.33
O 8.7669 -3.2705 -0.3817 -2.07 1.15 -0.03
O 9.8760 -1.1505 -0.6496 -0.40 -0.11 -0.06
Cs 10.3062 -4.8888 0.0582 2.09 -2.15 0.51
```
Forces are in eV/Å.

The frontier orbital gap is 2.4 eV. For the molar mass, the calculation gives 730.7 g/mol. As for the total energy: -86734.46853 eV. The LUMO energy comes out at -1.961 eV. As for the net charge: -1.

Per-atom Mulliken charges, elementary charge units: -0.75 0.49 0.54 -0.40 -0.62 -0.02 0.39 -0.57 -0.59 0.36 0.27 -1.05 -0.26 -0.40 0.18 -0.64 0.74 -0.27 -0.29 -0.27 0.36 0.41 0.14 0.26 0.33 0.21 0.87 -0.40 0.30 -0.95 0.69 -0.69 -0.15 -0.77 0.32 0.13 0.37 0.22 0.27 0.27 0.31 -0.30 0.44 -0.39 -0.36 -0.44 -0.35 -0.41 0.35 0.35 0.35 0.36 0.41 -0.49 1.26 -0.67 -0.78 -0.58 0.91

***

[2]
# C16H22BrCoF6N5OSb

C16H22BrCoF6N5OSb as an isolated structure in a non-equilibrium geometry (ωB97M-V with the def2-TZVPD basis set, the OMol25 dataset).

Structure (XYZ):
```
53
Properties=species:S:1:pos:R:3:forces:R:3
Co 0.4024 -0.3235 -0.4916 -2.38 -0.48 -3.30
C -0.1090 -3.1070 0.2976 -0.01 0.01 -0.06
C -0.9532 -3.0976 -0.9633 0.18 -0.21 0.15
N -1.1727 -1.6933 -1.3134 0.60 0.62 0.62
C -1.4605 -1.4468 -2.7306 0.08 0.10 -0.24
C -1.1762 -0.0058 -3.0341 -0.16 -0.22 -0.09
C -1.7142 0.6579 -4.1232 0.05 0.01 0.08
C -1.4436 2.0058 -4.2883 0.05 -0.02 0.08
C -0.6860 2.6688 -3.3313 0.03 -0.10 0.05
C -0.2001 1.9396 -2.2658 -0.02 0.24 0.02
C 0.4548 2.5847 -1.0748 -0.17 -0.05 -0.13
N 1.1989 1.5650 -0.3079 0.22 -0.33 0.49
C 2.1222 0.7851 -0.8602 0.41 -0.10 -0.10
C 1.6337 -1.8598 -1.0464 0.01 0.62 -0.16
N 1.0121 -2.1593 0.1142 0.50 0.14 1.30
N -0.3954 0.6226 -2.1527 0.56 0.09 0.93
H 0.3106 -4.0890 0.5223 -0.13 0.00 -0.05
H -0.6697 -2.7533 1.1645 -0.02 -0.05 -0.04
H -1.8852 -3.6436 -0.8061 0.00 0.07 0.02
H -0.4275 -3.5949 -1.7806 -0.04 0.02 0.01
H -1.9445 -1.3199 -0.7519 -0.02 0.02 -0.01
H -2.5024 -1.6769 -2.9729 0.06 -0.05 0.06
H -0.8360 -2.0994 -3.3484 0.01 0.03 0.04
H -2.3471 0.1248 -4.8180 -0.02 -0.01 -0.02
H -1.8462 2.5442 -5.1339 -0.02 0.02 -0.03
H -0.5069 3.7324 -3.3942 0.01 0.03 -0.01
H -0.3139 2.9888 -0.4123 0.00 -0.01 -0.02
H 1.1513 3.3779 -1.3512 -0.04 -0.02 0.03
H 1.2361 1.6857 0.7073 0.03 -0.08 0.04
H 2.8939 0.3903 -0.2053 -0.12 0.00 -0.07
H 2.3068 0.8683 -1.9243 -0.06 0.04 0.01
H 2.6932 -1.6553 -0.9749 -0.02 -0.07 -0.08
H 1.2600 -2.2621 -1.9776 0.05 -0.07 0.04
H 1.5791 -2.0094 0.9545 -0.06 -0.16 -0.14
O 2.3884 0.5247 6.2253 0.07 0.00 0.12
C 2.0358 0.3502 4.9624 -0.14 -0.04 -0.30
C 0.7538 0.5901 4.4545 0.14 -0.02 0.07
C 0.5220 0.3793 3.1156 -0.25 0.06 0.14
N 1.4522 -0.0538 2.2457 0.26 0.02 -0.11
C 2.6517 -0.2890 2.7682 0.04 0.12 0.17
Br 3.9841 -0.9448 1.5559 0.08 -0.11 0.19
C 3.0204 -0.1119 4.0782 -0.03 -0.01 0.00
H 1.6589 0.8402 6.7750 -0.01 0.00 -0.01
H -0.0515 0.9334 5.0885 -0.02 0.02 0.04
H -0.4661 0.5583 2.7110 0.09 -0.01 0.06
H 4.0200 -0.3176 4.4294 0.02 -0.01 0.02
F -1.1368 0.2391 0.5969 -0.20 0.15 0.34
Sb -2.9463 1.1846 0.8481 0.21 0.01 0.03
F -1.8287 2.6027 1.4412 -0.22 -0.34 -0.16
F -2.6873 1.8287 -0.9229 0.00 -0.17 0.37
F -4.5934 1.9933 1.0642 0.16 -0.07 -0.04
F -3.5492 -0.4522 0.0818 0.14 0.22 0.06
F -2.8927 0.4000 2.5558 0.06 0.16 -0.39
```
Forces are in eV/Å.

The frontier orbital gap (spin up / spin down) is 7.4 / 7.5 eV. For the molar mass, the calculation gives 675.0 g/mol. As for the total energy: -156946.80418 eV. The LUMO energy (spin up / spin down) comes out at -7.959 / -7.924 eV. As for the net charge: +2.

Per-atom Mulliken charges, elementary charge units: 0.51 -0.78 -0.78 0.15 -1.06 0.69 -1.00 -0.53 -0.93 0.79 -1.04 0.06 -0.31 -0.51 -0.18 0.54 0.48 0.35 0.45 0.43 0.08 0.54 0.40 0.55 0.46 0.57 0.31 0.51 0.35 0.36 0.25 0.55 0.17 0.34 -0.50 0.94 -0.90 -0.53 -0.19 0.15 -0.09 -0.64 0.33 0.41 0.55 0.49 -0.19 2.18 -0.57 -0.55 -0.48 -0.64 -0.54

***

[3]
# C16H22Cl13N2O3

A 5-piece molecular cluster, C16H22Cl13N2O3 overall in a non-equilibrium geometry (ωB97M-V with the def2-TZVPD basis set, the OMol25 dataset).

Structure (XYZ):
```
56
Properties=species:S:1:pos:R:3:forces:R:3
C 3.0243 -0.2199 1.2935 -0.52 -0.72 -0.01
O 3.0732 1.0487 1.9938 -1.16 -0.46 -0.44
C 1.7464 1.6549 2.0507 0.31 0.26 0.20
C 1.8385 3.1268 1.4222 -0.42 0.34 0.17
C 0.5275 3.5932 0.6111 0.17 -0.58 -0.79
C 0.1623 2.5044 -0.5306 -1.73 -0.89 0.29
C -1.1520 1.6646 -0.2461 2.82 -1.53 -5.03
C -1.4735 0.5870 -1.3468 1.63 2.46 0.73
C -2.7347 -0.3709 -1.1860 1.37 0.07 0.53
C -2.1436 -1.8316 -0.7413 0.07 0.34 -0.05
C -2.7734 -2.3712 0.6271 -0.03 -0.58 0.19
C -4.3719 -2.2795 0.6760 -0.93 -0.55 -2.25
O -5.0358 -2.6828 -0.3068 2.05 1.63 4.15
O -4.9612 -1.7246 1.8560 1.65 -0.44 -2.29
C -0.4600 0.5216 -2.5537 -0.72 1.28 2.90
Cl -0.6820 -0.6933 -3.8990 0.63 2.25 2.25
N 0.6482 1.4204 -2.5353 -2.49 -2.68 -1.08
N 0.9856 2.3595 -1.6630 -2.82 -0.24 3.04
H 4.0122 -0.7893 1.3218 -1.42 1.33 0.34
H 2.7688 -0.0665 0.1785 0.21 -0.20 1.65
H 2.2333 -0.8861 1.8049 1.09 0.87 -0.93
H 1.3942 1.7486 3.1468 0.66 -0.25 -1.62
H 1.0138 0.9517 1.5266 0.79 1.12 0.46
H 1.9944 3.8720 2.2874 -0.18 -1.07 -1.46
H 2.7298 3.2286 0.7134 -1.18 -0.44 1.07
H -0.3964 3.7231 1.2918 1.51 -0.32 -1.14
H 0.7479 4.5985 0.1111 -0.38 -1.44 0.65
H -1.7979 1.8338 0.6735 0.97 -0.29 -1.45
H -3.3511 -0.4514 -2.1485 0.90 0.27 1.51
H -3.3528 0.0565 -0.3084 0.99 -0.65 -1.70
H -2.3166 -2.5518 -1.6066 0.14 0.84 1.35
H -1.0011 -1.7362 -0.5890 -1.84 -0.30 -0.19
H -2.2791 -1.9062 1.5569 -0.80 -0.48 -1.51
H -2.5187 -3.4985 0.6814 -0.50 1.76 0.02
H -4.2860 -1.1138 2.2369 -0.68 -0.80 -0.14
H 1.2849 1.3256 -3.3567 -0.41 0.30 0.91
C -7.1722 1.0346 0.5135 -0.39 0.10 0.17
Cl -5.5561 1.0590 -0.2124 -0.15 0.08 -0.04
Cl -7.0826 1.4120 2.2391 0.04 -0.08 -0.18
Cl -8.2425 2.1697 -0.3175 0.18 -0.18 0.08
H -7.5815 0.0321 0.4022 0.18 0.16 0.01
C 4.8913 -2.5569 -1.4804 0.32 -0.18 0.24
Cl 5.6567 -1.5475 -0.2433 0.24 -0.29 -0.45
Cl 4.8210 -4.2414 -0.9481 -0.01 0.22 -0.12
Cl 3.2664 -1.9596 -1.8632 0.03 0.03 -0.30
H 5.4952 -2.5077 -2.3845 -0.17 0.03 0.16
C 4.9563 2.7999 -1.6264 0.25 0.23 0.00
Cl 6.4053 2.5752 -0.6392 -0.26 -0.01 -0.10
Cl 5.3508 3.6452 -3.1290 -0.12 -0.07 0.16
Cl 4.1925 1.2400 -1.9720 -0.01 0.05 -0.02
H 4.2507 3.4097 -1.0655 0.12 -0.14 -0.12
C 0.7424 -4.2889 1.5895 -0.13 -0.13 -0.04
Cl -0.2505 -5.6040 0.9466 0.12 0.15 0.08
Cl 1.3204 -3.2477 0.2799 -0.02 -0.20 0.20
Cl -0.1679 -3.3455 2.7793 0.18 -0.06 0.05
H 1.6069 -4.7239 2.0874 -0.16 0.11 -0.10
```
Forces are in eV/Å.

The frontier orbital gap is 7.2 eV. For the molar mass, the calculation gives 751.3 g/mol. As for the total energy: -188850.86430 eV. The LUMO energy comes out at -5.149 eV. As for the net charge: +1.

Per-atom Mulliken charges, elementary charge units: -0.12 -0.44 -0.22 -0.12 -0.76 0.37 -0.42 0.09 0.25 -0.29 -0.19 0.43 -0.53 -0.45 0.31 -0.08 0.22 -0.54 0.05 0.09 0.28 0.27 0.10 0.39 -0.16 0.34 0.38 0.35 0.55 -0.56 0.40 0.08 0.19 0.10 0.33 0.27 0.06 -0.08 -0.12 -0.12 0.30 -0.13 -0.08 -0.10 -0.04 0.39 0.25 -0.10 -0.12 -0.03 0.00 -0.24 -0.11 0.01 -0.11 0.42

***

[4]
# C16H22ClN5O5P

A 3-piece molecular cluster, C16H22ClN5O5P overall in a non-equilibrium geometry (ωB97M-V with the def2-TZVPD basis set, the OMol25 dataset).

Structure (XYZ):
```
50
Properties=species:S:1:pos:R:3:forces:R:3
C 5.6323 4.7054 -0.8456 -1.06 -0.46 -0.39
C 4.6017 4.4059 -1.4438 -0.66 0.32 1.74
N 3.2253 4.0405 -1.6426 0.67 -3.10 0.98
C 2.5744 2.8009 -1.3767 -2.88 2.57 -3.02
P 3.5641 1.3381 -0.7007 1.18 -1.38 1.13
O 4.5793 0.7365 -1.9212 -2.09 2.06 0.17
Cl 2.1933 -0.2350 -0.3318 0.55 1.35 -0.88
N 1.2241 2.9344 -1.7266 1.75 0.83 0.23
C 0.9558 4.2649 -2.1875 4.34 -1.07 1.59
N -0.1516 4.8475 -2.5797 -1.63 -2.14 0.19
N -0.2878 6.1764 -2.9731 1.21 1.00 -0.62
C -1.3929 3.9800 -2.6001 -0.88 -1.07 0.04
C -1.8058 3.4353 -1.1593 1.02 -1.17 -0.08
N 2.2408 4.8687 -2.1269 0.37 3.95 -0.92
C 2.7326 6.1665 -2.4705 -0.54 0.38 -1.79
C 3.1248 7.1601 -3.0758 -0.48 -1.11 0.69
H 6.5429 4.9517 -0.2237 -1.48 -0.42 -1.42
H 4.5077 1.3499 -2.6921 0.27 -0.93 0.32
H -1.2199 6.3785 -3.3462 0.33 -0.63 0.41
H 0.3844 6.3523 -3.7303 -0.38 0.10 0.33
H -2.2914 4.5218 -3.0233 1.51 -0.04 0.35
H -1.1595 3.1438 -3.3446 -0.45 0.95 1.23
H -1.2981 2.4165 -1.0457 -0.73 1.42 0.03
H -2.9156 3.2392 -1.0662 1.30 0.56 -0.21
H -1.4039 4.0838 -0.3112 -0.78 -0.63 -1.25
H 3.4714 8.0651 -3.6405 -0.51 -1.41 1.14
O -4.0119 -0.8302 -0.7983 0.01 -0.35 0.37
C -3.2335 -1.5219 -0.1973 -0.39 0.59 -0.19
O -3.5669 -2.2849 0.8744 -0.07 0.28 -0.54
C -2.3837 -2.8932 1.4157 0.19 -0.24 0.44
C -1.3831 -2.8934 0.2824 0.50 -0.22 -0.13
C -1.7567 -1.6379 -0.4811 0.24 -0.52 -0.05
H -2.0454 -2.2999 2.2683 -0.05 -0.09 -0.03
H -2.6134 -3.9018 1.7575 -0.18 0.20 0.02
H -0.3472 -2.9093 0.6234 -0.11 -0.06 0.09
H -1.5416 -3.7697 -0.3531 0.03 0.05 0.08
H -1.2481 -0.7547 -0.0870 -0.06 0.05 -0.10
H -1.5696 -1.7457 -1.5489 -0.09 0.35 0.04
O -1.0516 -3.9419 4.0716 0.23 -0.35 -0.52
C -1.0211 -5.1323 3.9119 -0.31 0.62 0.40
O -0.7690 -5.7303 2.7160 0.02 0.39 0.19
C -0.9163 -7.1511 2.8522 0.01 -0.49 -0.23
C -0.7378 -7.4297 4.3283 0.08 -0.42 0.34
C -1.2959 -6.1725 4.9672 0.35 -0.41 0.02
H -1.9094 -7.4345 2.4925 0.04 0.05 0.01
H -0.1640 -7.6573 2.2463 -0.07 0.24 -0.10
H -1.2314 -8.3453 4.6561 0.03 0.05 -0.11
H 0.3269 -7.5186 4.5629 -0.09 -0.02 -0.04
H -2.3742 -6.2407 5.1273 0.05 0.13 0.07
H -0.7834 -5.9318 5.8974 -0.29 0.23 -0.03
```
Forces are in eV/Å.

The frontier orbital gap is 7.3 eV. For the molar mass, the calculation gives 430.8 g/mol. As for the total energy: -56434.25753 eV. The LUMO energy comes out at -4.299 eV. As for the net charge: +1.

Per-atom Mulliken charges, elementary charge units: 0.17 -0.46 0.06 0.20 0.32 -0.44 -0.13 -0.35 0.54 0.32 -0.84 -0.49 -0.86 0.20 -0.33 -0.04 0.38 0.35 0.31 0.21 0.38 0.29 0.19 0.36 0.29 0.37 -0.59 0.42 -0.37 -0.14 -0.44 -0.21 0.21 0.14 0.25 0.31 0.12 0.27 -0.56 0.53 -0.31 -0.40 -0.51 -0.43 0.27 0.29 0.32 0.26 0.26 0.30